Record 1
Computed, not measured: a 9-piece molecular cluster, C9H36O9 overall at a distorted geometry, with ωB97M-V/def2-TZVPD.

Structure (XYZ):
```
54
Properties=species:S:1:pos:R:3:nbo_charge:R:1
C 1.9573 3.2748 -1.2834 -0.24
O 2.6365 4.4260 -1.5458 -0.71
H 2.5741 2.5257 -0.8018 0.15
H 1.5257 2.9012 -2.2253 0.18
H 1.1772 3.3952 -0.5375 0.16
H 3.0764 4.6941 -0.7479 0.46
C 0.5536 3.7827 2.5403 -0.25
O 1.0402 2.5966 1.9637 -0.75
H -0.5196 3.7374 2.8859 0.15
H 0.7020 4.6281 1.8321 0.19
H 1.0694 4.0422 3.4373 0.16
H 0.9076 1.8639 2.5893 0.49
C -1.0503 0.8193 3.8108 -0.26
O 0.3219 0.6221 4.0910 -0.73
H -1.6906 0.4641 4.5927 0.17
H -1.2181 0.3155 2.8761 0.19
H -1.3482 1.8590 3.7363 0.16
H 0.5708 1.2164 4.7835 0.47
C -0.9030 -1.9927 1.4531 -0.26
O -1.4673 -3.1350 2.0210 -0.73
H -1.6864 -1.1968 1.3492 0.20
H -0.4201 -2.2065 0.4966 0.17
H -0.0878 -1.6828 2.1100 0.16
H -0.8347 -3.8734 1.9814 0.48
C -1.7349 -2.1673 -4.0391 -0.25
O -1.4406 -3.5425 -4.1451 -0.72
H -1.2669 -1.6525 -3.1535 0.16
H -2.7993 -1.9803 -4.0957 0.19
H -1.2386 -1.6441 -4.9190 0.15
H -0.5053 -3.6452 -4.0952 0.46
C -0.8940 0.9410 -0.2962 -0.25
O -1.2486 -0.0529 -1.2219 -0.75
H -1.7815 1.5137 0.0696 0.18
H -0.2163 1.6832 -0.7540 0.16
H -0.3677 0.5635 0.5940 0.15
H -0.4666 -0.4480 -1.5773 0.49
C -3.1338 -2.9807 -1.0134 -0.24
O -3.2443 -3.9365 -0.0158 -0.74
H -3.7569 -2.1842 -0.5844 0.16
H -3.5944 -3.4357 -1.9164 0.18
H -2.1720 -2.6152 -1.2375 0.16
H -2.6991 -3.6524 0.6973 0.47
C 1.7566 -0.1675 -2.6425 -0.25
O 1.2957 -1.1109 -1.7405 -0.76
H 2.1798 0.6733 -2.0361 0.17
H 0.9158 0.2085 -3.2343 0.18
H 2.5197 -0.6137 -3.2836 0.17
H 2.0838 -1.4217 -1.2166 0.48
C 2.2826 0.0619 0.8675 -0.24
O 3.3524 -0.5527 0.1395 -0.74
H 2.5703 0.3782 1.9328 0.17
H 1.4749 -0.6675 0.9054 0.17
H 1.9416 0.9264 0.3202 0.19
H 3.3007 -1.5550 0.2831 0.46
```

HOMO energy: -9.2 eV
Structure (SMILES): CO.CO.CO.CO.CO.CO.CO.CO.CO
Frontier orbital gap: 9.3 eV
Multiplicity: 1
ΔE to the lowest compared entry with this formula, charge and spin: 579.5 kJ/mol

Record 2
Computed, not measured: a 7-piece molecular cluster, C9H37ClN2O9P2 overall at a distorted geometry, with ωB97M-V/def2-TZVPD.

Structure (XYZ):
```
60
Properties=species:S:1:pos:R:3:nbo_charge:R:1
N 2.9534 0.4436 -2.7125 -1.26
P 3.2267 0.6277 -1.1284 1.69
O 2.1483 1.9280 -0.5984 -0.96
O 4.9203 1.0895 -0.8539 -0.95
P 2.8699 -1.1412 0.0916 1.14
O 3.4861 -2.2511 -1.0974 -0.95
Cl 2.6490 -2.8016 1.4273 -0.43
C 1.0409 -0.7176 0.4304 -0.76
C 0.0694 -0.6968 -0.8896 -0.45
C -1.0582 0.5034 -0.6296 -0.22
N -2.0385 0.6706 -1.7691 -0.83
H 2.6102 -0.5320 -2.8505 0.38
H 2.6309 2.5551 0.0221 0.49
H 4.8278 1.7783 -0.1056 0.48
H 3.8504 -0.6078 1.0476 -0.02
H 4.4556 -2.0189 -1.3213 0.52
H 0.6031 -1.5633 1.1503 0.29
H 0.9959 0.2795 1.0824 0.28
H 0.6029 -0.4375 -1.8982 0.24
H -0.4481 -1.7396 -1.0327 0.24
H -0.5316 1.5239 -0.3256 0.21
H -1.6376 0.1584 0.3551 0.16
H -2.4903 1.6189 -1.5934 0.35
H -2.8203 -0.0192 -1.5557 0.35
C 4.9735 2.1535 3.1991 -0.26
O 4.1060 2.9018 2.3673 -0.76
H 5.0982 1.1544 2.7749 0.19
H 5.9463 2.6486 3.2518 0.17
H 4.5400 2.0710 4.1987 0.18
H 4.0144 3.7826 2.7687 0.48
C 0.9822 3.7748 3.8376 -0.25
O 1.2964 2.3944 3.8467 -0.73
H 0.0730 3.9362 4.4215 0.21
H 1.8044 4.3396 4.2841 0.14
H 0.8156 4.1047 2.8093 0.16
H 2.1067 2.2822 3.3213 0.47
C -0.9343 -5.0751 0.0225 -0.25
O -0.1325 -3.9118 0.1123 -0.74
H -1.9652 -4.8163 0.2751 0.18
H -0.8985 -5.4657 -0.9975 0.16
H -0.5670 -5.8270 0.7252 0.17
H 0.7758 -4.1723 -0.1171 0.48
C -2.4677 -4.3324 -3.9589 -0.26
O -2.5669 -3.2314 -3.0744 -0.74
H -2.9257 -4.0634 -4.9137 0.20
H -1.4151 -4.5789 -4.1189 0.17
H -2.9936 -5.1908 -3.5341 0.16
H -2.1526 -3.4996 -2.2367 0.47
C -5.8235 -1.6719 -4.1926 -0.24
O -5.1874 -2.8813 -4.5628 -0.74
H -6.5113 -1.3744 -4.9877 0.18
H -6.3839 -1.8224 -3.2665 0.16
H -5.0716 -0.8914 -4.0533 0.17
H -4.5839 -3.1201 -3.8388 0.48
C -2.9178 5.5825 3.5990 -0.25
O -2.1740 4.4105 3.3210 -0.73
H -2.6202 5.9687 4.5767 0.18
H -2.7122 6.3357 2.8342 0.16
H -3.9840 5.3438 3.6131 0.16
H -2.4595 4.0910 2.4482 0.47
```

HOMO energy: -9.0 eV
Structure (SMILES): N=P(O)(O)[PH](O)(Cl)CCCN.CO.CO.CO.CO.CO.CO
Frontier orbital gap: 8.9 eV
Multiplicity: 1

Record 3
Computed, not measured: a 10-piece molecular cluster, C9H37NO10 overall at a distorted geometry, with ωB97M-V/def2-TZVPD.

Structure (XYZ):
```
57
Properties=species:S:1:pos:R:3:nbo_charge:R:1
C 11.6491 27.4603 7.2144 -0.65
C 12.5446 28.0418 8.4125 0.15
C 13.6964 27.0593 8.7010 -0.62
C 13.2994 29.4195 8.0444 -0.40
C 12.4932 30.7063 8.1013 -0.40
C 11.8367 30.7842 9.4906 -0.40
C 10.9739 29.5528 9.8313 0.12
C 10.5494 29.6736 11.2807 -0.62
C 9.6977 29.4749 9.0081 -0.65
N 11.7193 28.3151 9.5868 -0.22
O 11.1381 27.1360 10.1477 -0.59
H 10.8088 28.0076 6.7872 0.21
H 12.3517 27.2860 6.3995 0.20
H 11.3526 26.4708 7.5624 0.22
H 14.2460 27.3819 9.5853 0.21
H 13.5053 26.0391 9.0338 0.23
H 14.4172 27.1689 7.8907 0.21
H 14.2062 29.5881 8.6254 0.21
H 13.7060 29.4010 7.0333 0.21
H 13.2094 31.5162 7.9623 0.21
H 11.7243 30.8239 7.3377 0.20
H 11.2240 31.6819 9.5726 0.21
H 12.6592 30.7636 10.2056 0.21
H 11.4417 29.5956 11.9018 0.21
H 9.9242 28.8115 11.5129 0.22
H 10.2078 30.6801 11.5223 0.23
H 8.9745 28.7954 9.4590 0.22
H 9.7388 29.1584 7.9658 0.21
H 9.4446 30.5267 8.8752 0.20
H 11.2059 27.1938 11.1036 0.47
O 4.6213 26.9896 1.0589 -0.94
H 4.3908 27.6838 0.4415 0.47
H 4.4449 27.3668 1.9208 0.47
O 5.6752 27.2832 5.2672 -0.95
H 6.5285 26.8496 5.2759 0.48
H 5.8015 28.0720 5.7946 0.47
O 9.7905 27.4970 1.7755 -0.95
H 8.8505 27.5178 1.5956 0.47
H 9.9928 28.3756 2.0969 0.47
O 8.0786 24.1233 8.1424 -0.94
H 8.7247 24.6019 8.6618 0.47
H 8.3087 24.3188 7.2340 0.47
O 8.3427 24.3397 4.0368 -0.95
H 8.8476 24.8363 3.3928 0.48
H 7.6985 23.8585 3.5174 0.47
O 3.9304 27.9590 8.9967 -0.94
H 4.1971 28.8085 8.6455 0.46
H 3.6931 27.4443 8.2253 0.48
O 8.1625 30.9611 3.6553 -0.94
H 7.9457 31.1825 4.5609 0.47
H 7.4922 31.4021 3.1333 0.47
O 4.9257 31.6806 6.6447 -0.94
H 5.3091 32.3325 7.2314 0.47
H 3.9809 31.8117 6.7249 0.47
O 1.5268 25.8458 6.5724 -0.94
H 1.9517 25.8347 5.7148 0.47
H 0.6641 26.2264 6.4079 0.47
```

HOMO energy: -7.7 eV
Structure (SMILES): CC1(C)CCCC(C)(C)N1O.O.O.O.O.O.O.O.O.O
Frontier orbital gap: 7.6 eV
Multiplicity: 1
ΔE to the lowest compared entry with this formula, charge and spin: 205.3 kJ/mol